The following is a DFT calculation (the ωB97M-V functional and the def2-TZVPD basis) of a cluster of 2 separate species, C4H13N2O in total.

XYZ file:
```
20
Properties=species:S:1:pos:R:3:forces:R:3
C -0.215149 -1.875356 -1.355730 -0.300 -0.576 0.178
C -0.765081 -2.049348 0.107295 -0.437 0.836 -1.281
C -0.825809 -0.689083 0.789667 0.206 0.295 0.859
N 0.491872 0.029095 0.623067 0.683 3.445 3.167
C 0.818116 1.184211 1.312303 0.363 -3.755 -3.683
N 1.922188 1.852093 1.073031 1.832 1.144 0.081
H 0.866613 -2.142626 -1.532573 -0.920 0.824 0.562
H -0.513525 -0.833655 -1.671771 0.642 -1.149 -0.109
H -0.718050 -2.606989 -2.000354 -0.084 0.409 0.017
H -0.272915 -2.737598 0.749515 1.161 -0.541 0.253
H -1.771350 -2.489005 0.100268 -0.003 0.511 -0.284
H -0.972201 -0.909066 1.887481 0.036 0.806 -1.082
H -1.589537 0.022870 0.377034 0.479 -0.923 0.402
H 1.118381 -0.077123 -0.146264 -0.117 -0.869 -0.783
H 0.175306 1.543129 2.013963 -2.035 1.014 1.758
H 2.044741 2.893487 1.356976 -0.185 -2.871 -0.447
H 2.738314 1.320301 0.660966 -1.324 1.398 0.364
H -0.885653 3.157913 -1.057049 -0.608 3.258 0.542
H -0.912359 2.133139 -2.087464 -0.560 -0.507 -2.751
O -0.733905 2.273611 -1.200363 1.171 -2.750 2.237
```
Forces are in eV/Å.

- Kohn-Sham gap (eV) = 11.0
- energy relative to the best compared isomer or geometry (same formula, charge and spin) (kJ/mol) = 189.6
- total charge = +1
- E_HOMO (eV) = -14.6